Formula: C3H8FNO
Source: the Open Molecules 2025 dataset
Level of theory: ωB97M-V with the def2-TZVPD basis set

HOMO (spin up / spin down)	-7.49 / -7.49	eV
electronic energy	-9489.746	eV
energy above the lowest of the compared OMol25 structures with the same formula, charge and spin	625.0	kJ/mol
HOMO-LUMO gap (spin up / spin down)	7.47 / 7.46	eV

Each line ends with the natural charge from an NBO analysis.
CARTESIAN COORDINATES (ANGSTROEM)
C  -1.82622  0.98812  0.63714  -0.428
C  1.69066  -0.87895  0.63145  -0.208
C  -0.68928  -0.14799  -1.19366  0.074
N  -1.57428  -0.14806  -0.23448  0.049
O  1.13382  0.26288  0.22734  -0.829
F  -1.97656  -1.34791  0.30526  -0.196
H  -1.32535  1.79070  -0.04354  0.238
H  -2.82849  1.10836  0.84120  0.212
H  -1.13084  0.96686  1.57485  0.262
H  2.77212  -0.75131  0.73321  0.145
H  1.60415  -1.76588  -0.19201  0.085
H  1.31579  -1.25642  1.62296  0.118
H  -0.34712  -1.05014  -1.55637  0.230
H  -0.45073  0.80240  -1.71342  0.247

---

Formula: C3H8I2OSi
Source: the Open Molecules 2025 dataset
Level of theory: ωB97M-V with the def2-TZVPD basis set

HOMO	-8.67	eV
electronic energy	-29367.050	eV
energy above the lowest of the compared OMol25 structures with the same formula, charge and spin	297.6	kJ/mol
HOMO-LUMO gap	8.42	eV

Each line ends with the natural charge from an NBO analysis.
CARTESIAN COORDINATES (ANGSTROEM)
C  3.19126  -2.07525  -1.55689  -0.658
C  -3.68796  2.73569  1.31277  -0.249
C  2.59629  -1.52616  -0.27640  -0.490
O  -3.13679  2.10851  0.21172  -0.981
Si  -2.11781  1.08966  -0.44116  1.097
I  2.13988  0.62475  -0.49283  0.032
I  -2.12645  -0.93289  1.12393  -0.449
H  2.41895  -2.01321  -2.31666  0.226
H  4.28713  -1.76952  -1.76539  0.230
H  3.21384  -3.20204  -1.41172  0.217
H  -2.91864  3.24180  1.87129  0.192
H  -4.36649  1.93494  1.84121  0.195
H  -4.41897  3.59914  1.15411  0.188
H  1.71893  -2.17392  0.11712  0.234
H  3.20683  -1.64150  0.62889  0.217

---

Formula: C3H8IN
Source: the Open Molecules 2025 dataset
Level of theory: ωB97M-V with the def2-TZVPD basis set

HOMO (spin up / spin down)	-8.85 / -8.85	eV
electronic energy	-12827.528	eV
energy above the lowest of the compared OMol25 structures with the same formula, charge and spin	291.8	kJ/mol
HOMO-LUMO gap (spin up / spin down)	5.93 / 5.92	eV

Each line ends with the natural charge from an NBO analysis.
CARTESIAN COORDINATES (ANGSTROEM)
C  1.30547  -0.32411  0.61206  -0.624
C  -0.02290  0.19117  -1.53814  -0.590
C  -0.12710  -0.13946  0.01870  -0.107
N  -1.07895  0.87683  0.37775  -0.346
I  -2.00106  0.24997  3.39872  -0.287
H  1.32419  -1.41116  0.73396  0.224
H  2.17024  0.03293  0.07049  0.216
H  1.25925  0.06830  1.61960  0.242
H  -0.74277  0.98808  -1.77633  0.229
H  -0.37477  -0.64069  -2.09736  0.236
H  1.00480  0.62247  -1.68164  0.238
H  -0.62547  -1.10482  0.23028  0.200
H  -2.09094  0.59047  0.03190  0.369